Entry 1:
{"formula": "C3H5N2OS", "method": "ωB97M-V/def2-TZVPD", "multiplicity": 1, "e_tot_ev": -19043.4247, "total_charge": 1, "homo_energy_ev": -13.082, "relative_energy_kj_mol": 373.4, "lumo_energy_ha": -0.261, "species": ["C", "C", "C", "N", "N", "O", "S", "H", "H", "H", "H", "H"], "coordinates": [[-0.457, -0.417, -0.298], [0.656, -0.988, 0.484], [1.359, 0.283, 0.849], [-0.610, 0.807, -0.624], [-2.460, 0.713, -1.593], [-2.936, 1.696, -1.745], [0.851, 1.726, -0.100], [-1.130, -1.187, -0.700], [0.181, -1.559, 1.235], [0.912, -1.748, -0.229], [1.133, 0.470, 1.935], [2.502, 0.204, 0.786]], "mulliken_charge": [0.026, -0.572, -0.533, -0.319, 0.572, 0.047, 0.008, 0.385, 0.367, 0.319, 0.336, 0.364]}

---

Entry 2:
{"formula": "C3H5N3", "method": "ωB97M-V/def2-TZVPD", "multiplicity": 1, "e_tot_ev": -7656.4983, "homo_energy_ev": -8.610, "relative_energy_kj_mol": 574.8, "lumo_energy_ha": 0.016, "species": ["N", "C", "N", "N", "C", "C", "H", "H", "H", "H", "H"], "coordinates": [[-2.406, -0.025, 0.291], [-0.248, 0.198, -0.123], [0.457, -0.625, -0.732], [1.785, -0.612, -0.293], [2.277, 0.518, 0.148], [-1.266, 0.853, 0.364], [-2.495, -0.334, -0.672], [-2.373, -0.827, 0.904], [2.277, -1.433, -0.639], [3.363, 0.359, 0.239], [-1.372, 1.928, 0.512]], "mulliken_charge": [-0.560, 0.553, -0.507, 0.135, -0.513, -0.399, 0.275, 0.266, 0.264, 0.161, 0.325]}

---

Entry 3:
{"formula": "C3H5N3", "method": "ωB97M-V/def2-TZVPD", "multiplicity": 1, "e_tot_ev": -7660.1300, "homo_energy_ev": -8.880, "relative_energy_kj_mol": 224.4, "lumo_energy_ha": 0.023, "species": ["C", "C", "C", "N", "N", "N", "H", "H", "H", "H", "H"], "coordinates": [[1.285, -1.297, 0.302], [0.161, -0.612, 0.120], [0.070, 0.771, -0.459], [-1.189, 1.171, 0.143], [-1.870, 0.057, 0.555], [-1.152, -0.969, 0.565], [1.317, -2.324, 0.643], [2.224, -0.784, 0.116], [0.921, 1.375, -0.143], [0.029, 0.752, -1.560], [-1.796, 1.859, -0.281]], "mulliken_charge": [-0.843, 0.500, -0.248, -0.040, -0.365, -0.287, 0.303, 0.238, 0.259, 0.206, 0.277]}

---

Entry 4:
{"formula": "C3H5N3", "method": "ωB97M-V/def2-TZVPD", "multiplicity": 1, "e_tot_ev": -7660.1771, "homo_energy_ev": -9.705, "relative_energy_kj_mol": 219.8, "lumo_energy_ha": 0.026, "species": ["C", "N", "C", "N", "H", "H", "H", "H", "C", "N", "H"], "coordinates": [[0.430, -1.110, 1.285], [-0.051, -0.416, 0.106], [0.570, 0.491, -0.414], [1.174, 1.393, -0.988], [1.342, -1.649, 1.006], [-0.318, -1.840, 1.587], [0.660, -0.450, 2.129], [2.124, 1.049, -1.072], [-2.061, 0.843, -1.358], [-1.507, 1.586, -2.045], [-2.559, 0.149, -0.718]], "mulliken_charge": [-0.763, -0.377, 0.646, -0.583, 0.285, 0.254, 0.296, 0.253, 0.112, -0.395, 0.271]}

---

Entry 5:
{"formula": "C3H5N3", "method": "ωB97M-V/def2-TZVPD", "multiplicity": 1, "e_tot_ev": -7659.1683, "homo_energy_ev": [-7.418, -7.430], "relative_energy_kj_mol": 317.2, "lumo_energy_ha": [0.000, 0.002], "species": ["C", "N", "C", "N", "N", "C", "H", "H", "H", "H", "H"], "coordinates": [[-1.397, -0.297, 0.381], [-0.168, 0.074, 0.129], [0.508, 1.227, 0.379], [1.822, 1.091, 0.059], [2.088, -0.046, -0.446], [0.834, -0.774, -0.557], [-1.704, -1.302, 0.129], [0.550, -0.844, -1.612], [-2.075, 0.406, 0.846], [0.067, 2.090, 0.850], [0.878, -1.770, -0.110]], "mulliken_charge": [-0.367, 0.047, -0.239, -0.227, -0.391, -0.420, 0.253, 0.307, 0.251, 0.402, 0.385]}

---

Entry 6:
{"formula": "C3H5N3", "method": "ωB97M-V/def2-TZVPD", "multiplicity": 1, "e_tot_ev": -7660.4869, "homo_energy_ev": -8.011, "relative_energy_kj_mol": 189.9, "lumo_energy_ha": 0.037, "species": ["N", "C", "C", "N", "N", "C", "H", "H", "H", "H", "H"], "coordinates": [[1.509, -1.010, -0.071], [0.380, -0.277, -0.458], [-0.942, -0.728, -0.567], [-1.760, 0.194, -0.093], [-0.950, 1.191, 0.302], [0.338, 1.047, -0.070], [1.324, -1.994, 0.120], [1.589, -0.512, 0.861], [-1.322, -1.669, -0.948], [-1.339, 2.038, 0.666], [1.126, 1.721, 0.259]], "mulliken_charge": [-0.680, 0.743, -0.555, -0.708, 0.238, -0.626, 0.258, 0.290, 0.429, 0.200, 0.410]}

---

Entry 7:
{"formula": "C3H5N3", "method": "ωB97M-V/def2-TZVPD", "multiplicity": 1, "e_tot_ev": -7658.8259, "homo_energy_ev": -8.341, "relative_energy_kj_mol": 350.2, "lumo_energy_ha": 0.029, "species": ["N", "C", "C", "N", "C", "N", "H", "H", "H", "H", "H"], "coordinates": [[-1.513, 2.208, 0.623], [-0.366, 1.792, 0.505], [-0.612, -1.742, -0.217], [0.589, -1.413, -0.469], [1.654, -0.862, -0.729], [0.794, 1.408, 0.566], [-2.252, 1.754, 0.104], [-1.195, -1.110, 0.449], [-1.030, -2.651, -0.636], [2.482, -1.104, -0.055], [1.449, 1.720, -0.140]], "mulliken_charge": [-0.556, 0.508, -0.393, -0.025, -0.276, -0.518, 0.274, 0.218, 0.258, 0.224, 0.286]}

---

Entry 8:
{"formula": "C3H5N3", "method": "ωB97M-V/def2-TZVPD", "multiplicity": 1, "e_tot_ev": -7660.6576, "homo_energy_ev": -9.010, "relative_energy_kj_mol": 173.5, "lumo_energy_ha": 0.022, "species": ["C", "N", "C", "N", "C", "N", "H", "H", "H", "H", "H"], "coordinates": [[1.741, -0.535, 0.161], [0.329, -0.498, 0.164], [-0.731, 0.113, -0.039], [-1.054, 1.452, 0.037], [-1.785, -0.791, -0.534], [-2.442, -1.636, -0.976], [1.986, -1.565, -0.107], [2.172, 0.128, -0.599], [2.202, -0.325, 1.131], [-0.387, 1.972, 0.588], [-2.030, 1.684, 0.175]], "mulliken_charge": [-0.725, -0.277, 0.410, -0.474, 0.113, -0.392, 0.256, 0.313, 0.262, 0.249, 0.264]}

---

Entry 9:
{"formula": "C3H5N3", "method": "ωB97M-V/def2-TZVPD", "multiplicity": 1, "e_tot_ev": -7658.2064, "homo_energy_ev": [-8.243, -8.243], "relative_energy_kj_mol": 410.0, "lumo_energy_ha": [0.018, 0.018], "species": ["N", "C", "C", "N", "C", "N", "H", "H", "H", "H", "H"], "coordinates": [[2.088, -0.200, 0.151], [0.928, 0.017, 0.753], [-0.885, 1.533, -0.713], [-1.611, 0.509, -0.276], [-1.194, -0.734, 0.248], [0.001, -0.940, 0.630], [2.297, -1.006, -0.430], [2.827, 0.473, 0.280], [0.131, 1.141, -0.893], [-2.604, 0.682, -0.153], [-1.977, -1.474, 0.403]], "mulliken_charge": [-0.248, -0.361, -0.333, -0.126, 0.116, -0.308, 0.235, 0.240, 0.193, 0.230, 0.362]}

---

Entry 10:
{"formula": "C3H5N3", "method": "ωB97M-V/def2-TZVPD", "multiplicity": 1, "e_tot_ev": -7658.6304, "homo_energy_ev": -8.676, "relative_energy_kj_mol": 369.1, "lumo_energy_ha": 0.030, "species": ["N", "C", "C", "C", "N", "N", "H", "H", "H", "H", "H"], "coordinates": [[1.687, -0.389, -0.597], [0.353, 0.016, -0.344], [0.041, 0.688, 0.837], [-1.307, 0.218, 1.087], [-1.791, -0.477, 0.076], [-0.813, -0.522, -0.856], [2.019, -0.702, 0.318], [2.364, 0.270, -0.969], [0.416, 1.586, 0.194], [-1.858, 0.149, 2.028], [-1.110, -0.839, -1.773]], "mulliken_charge": [-0.645, 0.274, -0.488, -0.159, -0.606, 0.232, 0.308, 0.261, 0.164, 0.390, 0.270]}

---

Entry 11:
{"formula": "C3H5N3", "method": "ωB97M-V/def2-TZVPD", "multiplicity": 1, "e_tot_ev": -7656.8800, "homo_energy_ev": [-6.976, -6.674], "relative_energy_kj_mol": 538.0, "lumo_energy_ha": [0.018, 0.011], "species": ["C", "C", "N", "N", "N", "C", "H", "H", "H", "H", "H"], "coordinates": [[-0.312, 1.165, -1.346], [-0.197, 0.191, -0.343], [-1.233, -0.341, 0.433], [-0.609, -1.204, 1.222], [0.680, -1.323, 1.155], [1.029, -0.470, 0.182], [0.419, 0.940, 0.361], [0.565, 1.477, -1.898], [-1.277, 1.612, -1.542], [-1.136, -1.735, 1.903], [2.056, -0.316, -0.117]], "mulliken_charge": [-1.035, 0.685, -0.650, 0.376, -0.532, -0.377, 0.239, 0.315, 0.276, 0.248, 0.453]}

---

Entry 12:
{"formula": "C3H5N3", "method": "ωB97M-V/def2-TZVPD", "multiplicity": 1, "e_tot_ev": -7657.4636, "homo_energy_ev": -7.688, "relative_energy_kj_mol": 481.6, "lumo_energy_ha": 0.023, "species": ["N", "C", "C", "N", "N", "C", "H", "H", "H", "H", "H"], "coordinates": [[1.423, -0.005, 1.141], [0.721, -0.506, 0.188], [0.625, 0.032, -1.161], [-0.647, 0.733, -0.751], [-1.520, -0.299, -0.141], [-0.657, -1.080, 0.389], [1.125, -0.346, 2.054], [-0.388, 1.325, 0.074], [1.377, 0.804, -1.337], [-1.175, 1.266, -1.439], [-0.988, -1.946, 0.957]], "mulliken_charge": [-0.666, 0.458, -0.648, -0.016, -0.523, -0.090, 0.224, 0.367, 0.228, 0.284, 0.382]}